# C12H39N3O6

A 6-piece molecular cluster, C12H39N3O6 overall (ωB97M-V/def2-TZVPD, the OMol25 dataset).

As for the charge: 0. The energy relative to the best compared isomer or geometry (same formula, charge and spin) is 1.867 eV. As for the structure (SMILES): COC[C@H](C)N.COC[C@H](C)N.COC[C@H](C)N.O.O.O. Its total energy is -29828.8396 eV.

CARTESIAN COORDINATES (ANGSTROEM)
H1 -26.0516 -19.4878 4.7838
C1 -21.5798 -13.4564 5.2101
H2 -28.0189 -21.1976 7.4757
H3 -30.4480 -19.1404 7.6789
H4 -22.2455 -16.1232 4.2916
H5 -24.4441 -16.1841 2.6237
H6 -27.4292 -20.2347 12.9944
C2 -24.5826 -17.3814 4.8984
H7 -30.2472 -18.6803 9.3614
O1 -26.7420 -20.1478 4.7207
H8 -28.9997 -16.7969 2.9314
H9 -28.1658 -18.6592 8.5792
C3 -29.2272 -14.9279 6.1711
H10 -28.3128 -14.4806 5.7814
H11 -23.8530 -17.9129 4.2873
O2 -27.9682 -19.9536 11.0315
O3 -29.8445 -16.8248 4.6720
O4 -27.5829 -23.4355 6.9461
H12 -27.4219 -23.0499 6.0849
C4 -28.9021 -15.8585 7.3403
H13 -30.0408 -14.8145 4.2098
H14 -27.1689 -20.1312 5.5773
H15 -28.3108 -15.2950 8.0621
N1 -28.2281 -20.2379 7.2406
H16 -24.4694 -17.8037 5.8969
H17 -21.5770 -12.5038 4.6803
H18 -27.3043 -21.0270 3.1812
H19 -28.2017 -21.5208 9.6453
H20 -28.3712 -18.0863 3.8101
H21 -28.2417 -21.6444 12.2818
C5 -27.8308 -20.4979 9.7102
H22 -26.5474 -21.1371 11.9080
H23 -27.8527 -16.3219 4.1682
H24 -30.7363 -13.9527 7.1507
H25 -31.1959 -15.5902 5.3820
H26 -27.0188 -21.5029 1.7727
C6 -27.5725 -20.8083 12.0787
C7 -22.9033 -15.4807 4.8770
H27 -24.4991 -14.6985 3.1932
H28 -30.0861 -13.0320 5.9809
C8 -30.0444 -19.4688 8.6367
O5 -22.7386 -14.1311 4.6666
C9 -30.1576 -15.4690 5.0735
H29 -20.6866 -13.9539 4.8322
C10 -28.5249 -19.6881 8.5580
H30 -29.7338 -16.2481 7.9273
H31 -25.1550 -15.3137 5.3366
H32 -28.2545 -16.6700 7.0086
H33 -26.7389 -23.8054 7.2050
H34 -21.5267 -13.4612 6.2988
N2 -29.8680 -13.7136 6.6936
C11 -24.4657 -15.8602 4.6929
O6 -27.4815 -21.7460 2.5747
H35 -30.5536 -20.3654 8.9901
N3 -24.9209 -15.6095 3.3039
H36 -22.7071 -15.6607 5.9340
H37 -25.5992 -17.7037 4.6734
H38 -26.8263 -20.6480 9.3144
H39 -29.1748 -20.3593 6.9104
C12 -28.6405 -17.0372 3.9321

Löwdin population analysis, charges in e, atoms 1 to 8: 0.0063 -0.0666 0.0414 0.0767 0.1227 0.0680 0.0852 -0.0841

# C12H40BFN18O12S

A 10-piece molecular cluster, C12H40BFN18O12S overall (ωB97M-V/def2-TZVPD, the OMol25 dataset).

As for the charge: 0. As for the structure (SMILES): C#CCB(O)S(=O)(=O)F.NC(N)=O.NC(N)=O.NC(N)=O.NC(N)=O.NC(N)=O.NC(N)=O.NC(N)=O.NC(N)=O.NC(N)=O. Its total energy is -78717.3608 eV.

CARTESIAN COORDINATES (ANGSTROEM)
H1 3.1977 -4.1367 0.4238
O1 1.9048 -3.9596 -7.9803
H2 -0.1445 -3.0398 -2.4972
F1 -2.9187 0.0736 -3.8338
H3 -1.5771 6.5534 -2.6750
H4 -8.5258 3.2108 1.2280
N1 1.8162 -1.9411 -6.9834
H5 1.5518 -3.3078 -2.7693
N2 0.6650 -3.6431 -2.4330
C1 1.7381 -1.4586 1.2766
H6 -1.9656 -2.0662 0.1817
H7 -3.0657 -9.0524 2.0191
N3 -2.8735 -8.0592 2.0120
H8 1.4925 -6.5452 -1.4344
H9 -0.8507 1.9424 2.3071
H10 4.6683 7.7745 2.2223
H11 1.3294 -1.1513 -0.6755
B1 -3.3230 -0.4808 -0.9645
H12 3.1276 7.9656 5.9219
H13 -2.2871 -5.6490 1.7416
H14 -1.5733 -5.8221 0.1656
C2 -2.1712 -0.0868 1.4123
N4 -0.5973 4.2919 -3.0649
H15 -0.1577 3.3824 -3.1182
H16 1.1695 6.3217 4.3822
N5 -2.0316 -6.2370 0.9664
O2 -1.1860 -1.6076 -2.5095
H17 -0.9575 6.7324 -1.0603
N6 1.1636 5.3179 4.3172
C3 1.5855 -3.2657 -7.0279
O3 -1.9430 -8.2555 -0.0306
H18 0.7821 -4.7565 -5.9306
H19 1.5607 -1.3531 -6.2081
N7 -7.7383 2.6924 0.8771
H20 -1.1179 4.6299 -3.8567
N8 1.5086 -0.6819 0.2025
O4 -5.5161 2.3898 0.6616
H21 2.2745 -1.5262 -7.7841
H22 -3.1441 -7.5038 2.8059
H23 -4.5966 1.0962 -0.8306
N9 3.9332 7.9364 5.3105
S1 -2.0615 -0.3177 -2.3896
H24 1.3410 4.7709 5.1496
C4 -2.2623 -7.5616 0.9218
N10 0.7021 5.4181 2.1038
C5 -0.4436 4.9803 -1.9193
H25 1.5063 0.3238 0.2278
C6 -2.8210 -1.2719 0.4272
N11 -1.0485 6.1817 -1.9040
O5 1.7358 -2.6783 1.2217
H26 0.7037 -3.2079 -5.1439
C7 -6.4563 3.0347 1.0981
O6 0.1931 4.5496 -0.9709
C8 -1.5680 1.0204 2.0811
N12 1.9701 -0.7821 2.4159
H27 1.9760 0.2217 2.4809
O7 -4.7004 0.1122 -1.0860
C9 0.9315 4.6413 3.1779
O8 4.1215 -5.9834 -0.9301
H28 -7.9044 1.8621 0.3234
H29 6.2400 -5.5756 1.3934
C10 3.6961 7.8648 3.9883
N13 4.8022 7.8286 3.2235
H30 5.7387 7.8521 3.5904
H31 0.6998 6.4238 2.1291
H32 2.4918 -5.3205 -2.1590
O9 2.5688 7.8350 3.5203
H33 -5.3450 4.4384 2.0293
N14 0.9743 -3.7633 -5.9377
H34 4.8540 7.9619 5.7147
O10 -0.6071 -5.2472 -1.4922
H35 6.2546 -6.7121 0.0775
N15 -6.2945 4.1457 1.8393
H36 4.4848 -4.0968 1.5922
O11 -1.0731 0.8544 -2.0144
H37 -7.0562 4.6900 2.2076
C11 0.4794 -4.8615 -1.8939
H38 2.1475 -1.3291 3.2483
N16 1.5884 -5.6206 -1.8334
H39 -3.7322 -1.8142 0.9684
C12 4.6343 -5.5092 0.0713
H40 0.5229 4.9487 1.2258
N17 5.8021 -5.9532 0.5701
N18 4.0777 -4.5004 0.7655
O12 0.9293 3.4217 3.1230

Löwdin population analysis, charges in e, atoms 1 to 8: 0.0741 0.0191 0.0312 -0.2498 0.0985 0.1004 0.1433 0.0995

# C12H40BO8V

C12H40BO8V as an isolated structure (ωB97M-V/def2-TZVPD, the OMol25 dataset).

As for the charge: 0. The energy relative to the best compared isomer or geometry (same formula, charge and spin) is 1.975 eV. Its total energy is -55833.4700 eV.

CARTESIAN COORDINATES (ANGSTROEM)
H1 -0.7642 2.2872 1.2187
H2 -0.8571 -3.4856 -3.2671
O1 -3.0309 -1.3246 1.2854
C1 -0.0850 -4.4736 3.0725
C2 -0.9652 -3.2648 2.7571
H3 0.2238 1.6379 -1.3076
H4 3.0498 -1.4474 -2.3850
H5 -3.6242 4.7090 1.2203
H6 0.3137 1.1338 0.1101
C3 -1.9318 3.5202 2.0761
C4 2.0381 -0.0359 -4.5325
H7 -3.5435 2.2947 2.8578
C5 2.9772 -0.3644 -2.2173
H8 1.6781 0.3364 0.9467
H9 -2.4768 4.1190 0.0370
H10 2.6464 0.9333 3.0191
H11 4.1040 0.3174 -3.8398
C6 -0.2398 -2.7400 -2.7643
H12 -1.7346 2.4891 -1.9494
H13 1.0702 -0.2185 -4.0596
H14 0.3203 -2.8334 1.3071
H15 -0.2824 -4.8475 4.0780
H16 -0.2520 -0.4494 -0.5959
H17 -2.0551 1.3674 2.4798
H18 -1.3829 -1.2631 3.4724
H19 2.2531 -1.0078 -4.9911
H20 -1.7810 3.9756 3.0555
H21 -1.9654 -3.6944 2.8341
H22 0.2700 -1.8644 3.8680
H23 0.9479 -4.1154 3.1820
H24 1.9856 -0.3139 -1.7552
H25 0.3393 -3.2413 -0.9578
H26 1.8932 1.8599 -2.9298
H27 -0.9594 3.2752 -3.3476
H28 -1.9986 5.4031 1.0858
O2 0.3052 2.3058 -2.0201
H29 1.9687 0.6923 -5.3383
H30 -1.5509 0.8017 -0.0878
H31 -0.5867 -1.7487 -3.0526
H32 -0.1264 -5.2744 2.3379
O3 -2.6406 -1.0856 -1.2538
O4 2.8218 1.8029 -3.2304
H33 0.7997 -2.8893 -3.0497
C7 -2.7062 2.1817 2.1644
H34 4.0769 0.1184 2.4836
C8 -0.7836 -2.1236 3.7636
H35 3.7354 -0.0712 -1.4947
C9 3.0720 0.4319 -3.5053
B1 -0.5186 0.3514 0.1628
H36 -1.1278 1.5214 -3.3053
C10 3.2000 0.6475 2.1155
O5 -0.4172 -2.7916 -1.3432
H37 -1.1746 -2.4444 4.7323
O6 2.3818 -0.2036 1.3322
V1 -1.9455 -1.5209 0.1122
O7 -0.6386 3.1764 1.5620
H38 3.4781 1.5772 1.6167
C11 -2.5699 4.4713 1.0656
C12 -0.9332 2.4082 -2.6902
H39 -3.1602 1.9014 1.2133
O8 -0.6290 -2.7636 1.4683
H40 -0.5118 -0.1462 1.1776

Löwdin population analysis, charges in e, atoms 1 to 8: -0.0034 0.0909 -0.2950 -0.0477 -0.4521 0.0074 0.0742 0.0767